54
Properties=species:S:1:pos:R:3:forces:R:3:nbo_charge:R:1 method="wB97M-V/def2-TZVPD" total_energy_ev=-26265.2078 gap_ev=9.7 homo_ha=-0.435 smiles=CN1CC[N+]2(CCC[C@]2(O)c2ccc(C3CCCC3)cc2)CC1 e_above_lowest_ev=1.267 charge=+1
C -4.731009 -2.393281 0.636974 0.004 0.011 0.006 -0.42
N -4.346825 -1.699275 -0.575057 -0.119 -0.044 -0.131 -0.43
C -4.656544 -0.292509 -0.596918 0.138 0.099 -0.100 -0.24
C -3.663819 0.567765 0.203619 -1.015 -0.083 0.229 -0.25
N -2.253065 0.363581 -0.228729 0.134 -0.033 0.336 -0.24
C -2.008803 0.964539 -1.557340 0.105 0.392 -0.773 -0.23
C -1.891813 2.471456 -1.314131 0.001 0.024 0.036 -0.43
C -1.459602 2.604728 0.153574 -0.075 -0.052 0.019 -0.46
C -1.297972 1.168834 0.689272 0.474 0.619 0.207 0.48
O -1.805832 1.015032 1.980083 -0.137 -0.115 0.023 -0.73
C 0.121771 0.641625 0.579276 0.025 -0.066 0.186 -0.17
C 0.573169 -0.302020 1.500197 -0.154 0.121 -0.042 -0.19
C 1.864479 -0.788946 1.442751 0.043 0.052 -0.070 -0.21
C 2.753145 -0.353267 0.467100 -0.141 -0.124 0.163 0.06
C 4.158939 -0.865784 0.415541 0.010 0.036 0.026 -0.26
C 4.566178 -1.388920 -0.984871 0.029 -0.032 -0.123 -0.40
C 5.716401 -0.495283 -1.455295 0.110 -0.115 0.054 -0.40
C 6.375239 -0.048109 -0.155205 -0.062 0.148 -0.064 -0.40
C 5.181074 0.244837 0.748071 0.192 -0.113 0.060 -0.39
C 2.300444 0.593043 -0.448091 -0.030 -0.046 -0.010 -0.23
C 1.011490 1.085456 -0.396877 -0.066 -0.042 0.108 -0.14
C -1.966727 -1.088013 -0.179090 -0.016 -1.034 -0.198 -0.25
C -2.984486 -1.906345 -0.992826 0.134 0.169 0.054 -0.23
H -5.800648 -2.262245 0.785549 -0.039 -0.029 0.082 0.22
H -4.209497 -2.052099 1.540820 0.010 -0.018 0.093 0.16
H -4.536585 -3.455333 0.504428 -0.007 -0.059 0.068 0.22
H -5.649805 -0.136489 -0.173725 0.047 0.101 -0.029 0.24
H -4.693442 0.029794 -1.642370 -0.060 0.080 0.053 0.20
H -3.719941 0.299327 1.258621 0.070 0.080 -0.169 0.25
H -3.918632 1.620104 0.101834 0.096 0.049 0.041 0.23
H -1.073912 0.555528 -1.943727 -0.111 -0.066 0.084 0.24
H -2.810753 0.715321 -2.247850 0.076 -0.110 0.092 0.24
H -1.167762 2.913018 -1.995919 -0.033 -0.049 -0.055 0.24
H -2.842479 2.973231 -1.488360 0.022 -0.013 -0.025 0.23
H -2.217439 3.114035 0.749387 0.034 -0.073 -0.010 0.24
H -0.529912 3.158236 0.266586 -0.028 -0.054 0.043 0.25
H -1.158364 1.329483 2.621672 0.072 -0.024 -0.064 0.51
H -0.088809 -0.663211 2.274013 -0.052 -0.037 0.042 0.22
H 2.184552 -1.517317 2.171989 0.076 -0.093 0.074 0.23
H 4.259066 -1.672459 1.145203 -0.044 0.045 -0.021 0.22
H 4.910138 -2.419063 -0.898411 -0.032 -0.041 -0.031 0.22
H 3.727741 -1.379138 -1.681272 -0.015 -0.093 -0.009 0.21
H 5.333074 0.374060 -1.992499 0.000 0.058 -0.053 0.19
H 6.401898 -1.024287 -2.114130 0.004 0.043 -0.104 0.22
H 6.969109 -0.862524 0.260604 0.078 -0.034 0.026 0.20
H 7.019494 0.819414 -0.283869 0.101 -0.013 0.034 0.22
H 5.442815 0.246711 1.804589 -0.048 0.090 0.062 0.22
H 4.763447 1.222572 0.501493 -0.010 0.044 0.009 0.20
H 2.968768 0.957548 -1.212529 0.114 0.056 -0.117 0.23
H 0.719128 1.829992 -1.119960 -0.053 0.140 -0.098 0.20
H -2.010655 -1.387977 0.869525 0.063 0.114 -0.023 0.23
H -0.958531 -1.267616 -0.553396 -0.082 0.128 0.058 0.25
H -2.732174 -2.962380 -0.888455 0.083 0.056 -0.047 0.23
H -2.906447 -1.649596 -2.053742 0.087 -0.052 -0.006 0.20